Formula: C29H27BCl3IMnN10OS2
Source: OMol25
Level of theory: ωB97M-V/def2-TZVPD

Last column: Mulliken charge in e.
CARTESIAN COORDINATES (ANGSTROEM)
Mn (1.83, 0.18, 0.82)  -0.240
C (5.15, -2.29, -0.01)  -1.537
C (4.42, -1.11, -0.15)  -0.176
N (3.32, -1.16, 0.60)  -0.081
N (3.32, -2.36, 1.22)  0.453
C (4.42, -3.05, 0.87)  0.091
B (2.06, -2.63, 2.13)  0.473
N (0.78, -2.47, 1.25)  0.974
C (-0.11, -3.40, 0.88)  -0.047
C (-1.02, -2.81, 0.02)  -1.366
C (-0.58, -1.49, -0.10)  0.199
N (0.50, -1.30, 0.65)  -0.578
N (2.06, -1.54, 3.21)  0.450
C (2.36, -1.59, 4.51)  -0.047
C (2.33, -0.31, 5.01)  -1.281
C (2.01, 0.49, 3.92)  -0.263
N (1.85, -0.26, 2.83)  -0.145
N (2.05, -4.03, 2.70)  0.405
C (2.44, -5.20, 2.14)  -0.260
C (1.93, -6.23, 2.90)  -0.921
C (1.20, -5.58, 3.91)  -0.304
N (1.26, -4.27, 3.78)  -1.011
H (6.10, -2.54, -0.46)  0.418
H (4.64, -0.22, -0.72)  0.534
H (4.65, -4.00, 1.31)  0.637
H (-0.05, -4.40, 1.28)  0.364
H (-1.87, -3.27, -0.46)  0.526
H (-1.00, -0.69, -0.68)  0.090
H (2.54, -2.53, 4.99)  0.515
H (2.52, 0.01, 6.02)  0.418
H (1.90, 1.56, 3.87)  0.601
H (3.02, -5.24, 1.24)  0.598
H (2.06, -7.28, 2.74)  0.432
H (0.63, -6.01, 4.72)  0.474
S (2.41, 3.88, 0.18)  -0.312
I (4.58, 2.57, 2.45)  -0.093
C (2.81, 2.43, 1.05)  -0.006
H (3.21, 1.60, 0.44)  -0.181
H (2.03, 2.11, 1.76)  0.015
Cl (-4.65, -2.62, -4.24)  -0.214
C (-3.98, -1.11, -3.73)  0.373
C (-3.41, -0.25, -4.66)  -1.051
C (-2.87, 0.94, -4.23)  -0.206
C (-2.88, 1.31, -2.89)  -0.576
C (-2.29, 2.63, -2.45)  0.778
C (-0.89, 2.89, -3.00)  -1.315
N (0.04, 1.90, -2.48)  0.657
C (0.61, 0.84, -3.14)  -0.385
C (1.39, 0.20, -2.22)  -1.066
N (1.29, 0.86, -1.02)  0.313
C (0.47, 1.87, -1.21)  -0.299
O (-3.18, 3.67, -2.83)  -0.531
C (-3.07, 4.81, -1.99)  -0.767
C (-3.53, 4.51, -0.59)  0.131
C (-2.71, 4.42, 0.49)  0.734
Cl (-1.00, 4.62, 0.51)  -0.109
S (-3.55, 4.00, 1.93)  -0.177
C (-5.04, 3.93, 1.08)  -0.368
C (-4.88, 4.22, -0.24)  -0.837
C (-3.47, 0.44, -1.98)  1.198
Cl (-3.55, 0.81, -0.29)  -0.097
C (-4.02, -0.77, -2.39)  -0.985
H (-3.40, -0.53, -5.71)  0.441
H (-2.44, 1.62, -4.96)  0.415
H (-2.20, 2.62, -1.36)  0.056
H (-0.55, 3.87, -2.67)  0.464
H (-0.84, 2.87, -4.09)  0.240
H (0.43, 0.65, -4.18)  0.478
H (2.00, -0.67, -2.35)  0.524
H (0.23, 2.63, -0.48)  0.207
H (-3.68, 5.58, -2.46)  0.484
H (-2.04, 5.18, -1.95)  0.308
H (-5.94, 3.69, 1.60)  0.445
H (-5.69, 4.23, -0.95)  0.418
H (-4.47, -1.44, -1.67)  0.497

Results
spin multiplicity: 2
total energy: -5394.67338 Eh
energy above the lowest of the compared OMol25 structures with the same formula, charge and spin: 184.2 kJ/mol
orbital gap (alpha / beta): 6.97 / 7.14 eV
HOMO (alpha / beta): -6.7 / -6.7 eV
total charge: 0